Model a:
Computed, not measured: an isolated molecule of C5H10N2, with wB97M-V/def2-TZVPD.

As for the total charge: 0. The HOMO energy comes out at -9.41 eV. The LUMO energy comes out at 0.9 eV. The HOMO-LUMO gap comes out at 0.3788 Ha.

Geometry (Å):
N -0.78817 1.52046 -0.13940
N 2.01236 -0.44858 0.16178
C -1.05383 -0.82971 0.69508
C -0.32875 0.54763 0.97375
C -0.91162 -0.89480 -0.75645
C 1.00135 0.53862 0.08747
C 0.00301 0.47290 -0.84676
H -1.90903 -0.90313 1.15814
H -0.35641 -1.60082 1.10102
H -0.63050 0.73619 2.12910
H 0.30631 0.88756 -1.77308
H -1.83945 1.30434 -0.08199
H 2.15520 -0.56318 -0.94551
H -0.37145 -1.75477 -1.15540
H -1.82745 -0.54344 -1.33673
H 2.99026 -0.00585 0.70041
H 1.54816 1.53658 0.02856

Model b:
Computed, not measured: an isolated molecule of C5H10N2, with wB97M-V/def2-TZVPD.

As for the total charge: 0. The HOMO energy comes out at -8.85 eV. The LUMO energy comes out at 0.9 eV. Its SMILES is C1NC[C@H]2C[C@@H]1N2. The HOMO-LUMO gap comes out at 0.3602 Ha.

Geometry (Å):
N -1.06665 0.92838 -0.59088
N -0.40152 -1.29572 0.56173
C 0.20215 0.06434 1.12227
C -0.65064 1.10777 0.72167
C 1.53503 -0.19387 0.23937
C 0.52904 -1.00638 -0.62529
C 0.01786 0.12692 -1.38059
H -1.44399 1.26688 1.51636
H 0.70465 0.75100 -1.66458
H 0.63296 -1.97155 -1.18287
H 0.53979 0.19564 2.28103
H 2.02964 -0.92626 0.86128
H -1.38077 -0.78952 0.47298
H -0.05180 2.07416 0.63183
H -0.53811 0.07912 -2.56468
H 2.10010 0.67907 -0.07008
H -2.11589 0.62018 -0.54180

Stability check: which of them is least stable? model b.

Model a:
Computed, not measured: an isolated molecule of C3H4ClNS, with wB97M-V/def2-TZVPD.

As for the total charge: 0. The HOMO energy comes out at -8.75 eV. The LUMO energy comes out at 0.1 eV. Its SMILES is S/N=C/C=C/Cl. The HOMO-LUMO gap comes out at 0.3243 Ha.

Geometry (Å):
Cl 3.26180 0.09143 1.08107
S -2.47131 -0.11762 -1.51623
N -0.91429 0.20282 -0.81106
C -0.72015 -0.17435 0.39946
C 0.57463 0.01957 1.03661
C 1.68869 0.03716 0.26519
H 0.57303 0.03350 2.12856
H -2.14294 0.44669 -2.69607
H 1.74918 0.13409 -0.84587
H -1.59864 -0.67330 0.95835

Model b:
Computed, not measured: an isolated molecule of C3H4ClNS, with wB97M-V/def2-TZVPD.

As for the total charge: 0. The HOMO energy comes out at -8.59 eV. The LUMO energy comes out at 0.1 eV. Its SMILES is S=CN/C=C/Cl. The HOMO-LUMO gap comes out at 0.3194 Ha.

Geometry (Å):
Cl 1.84773 -2.68247 -0.15965
S -0.40047 2.29802 -1.74742
N -0.48153 0.46180 0.24500
C 0.79654 -1.49649 0.48893
C -0.96522 1.52568 -0.38508
C 0.54838 -0.34388 -0.13321
H 0.31416 -1.74585 1.45640
H -0.93851 0.10550 1.11702
H 1.20048 0.00828 -0.92976
H -1.92155 1.86941 0.04776

Model c:
Computed, not measured: an isolated molecule of C3H4ClNS, with wB97M-V/def2-TZVPD.

As for the total charge: 0. The HOMO energy (spin up / spin down) comes out at -8.06 / -8.06 eV. The LUMO energy (spin up / spin down) comes out at -0.4 / -0.4 eV. The HOMO-LUMO gap (spin up / spin down) comes out at 0.2817 / 0.2818 Ha.

Geometry (Å):
Cl -0.21781 1.11335 2.51106
S 0.39374 -0.18021 -1.81197
N -0.26671 1.14019 -1.16864
C -0.50933 0.38218 1.05222
C 0.32116 -1.25256 -0.54885
C 0.15659 -0.76571 0.72164
H -1.18168 1.06285 0.32233
H 0.79044 -1.28167 1.48981
H 0.69400 -2.22217 -0.75484
H -0.18040 2.00374 -1.81276

Stability check: which of them is least stable? model c.

Model a:
Computed, not measured: a cluster of 2 separate species, C3H4ClNS in total, with wB97M-V/def2-TZVPD.

As for the total charge: 0. The HOMO energy (spin up / spin down) comes out at -8.37 / -8.43 eV. The LUMO energy (spin up / spin down) comes out at -1.2 / -1.3 eV. The HOMO-LUMO gap (spin up / spin down) comes out at 0.2646 / 0.2638 Ha.

Geometry (Å):
Cl -1.69065 -1.91031 0.48663
S 1.36565 1.69010 -0.92452
N 0.63297 0.26151 -1.21683
C -1.01715 -0.40265 0.46992
C 0.24372 1.74226 0.33210
C -0.18021 0.37821 -0.17337
H 1.28066 -2.04471 -0.84583
H 0.07714 2.35361 1.20268
H -1.50822 0.33768 1.20032
H 0.79608 -2.40572 -0.53110

Model b:
Computed, not measured: an isolated molecule of C3H4ClNS, with wB97M-V/def2-TZVPD.

As for the total charge: 0. The HOMO energy comes out at -8.76 eV. The LUMO energy comes out at 0.3 eV. Its SMILES is S=CN/C=C/Cl. The HOMO-LUMO gap comes out at 0.3321 Ha.

Geometry (Å):
Cl -0.12553 -1.23946 -3.10404
S 1.37566 2.12771 1.14859
N -0.18947 0.09130 0.73982
C 0.37711 0.97684 1.57817
C 0.12406 -0.08470 -0.66072
C -0.44424 -1.05014 -1.39592
H 0.01963 0.88577 2.58125
H -1.19670 -1.71731 -0.99965
H 0.80401 0.63034 -1.07061
H -0.74453 -0.62035 1.18311

Stability check: which of them is least stable? model a.

Model a:
Computed, not measured: a cluster of 2 separate species, CH3N2O2 in total, with wB97M-V/def2-TZVPD.

As for the total charge: +1. The HOMO energy comes out at -16.65 eV. The LUMO energy comes out at -7.5 eV. The HOMO-LUMO gap comes out at 0.3345 Ha.

Geometry (Å):
O 0.94295 1.07141 0.66667
O -0.62810 0.32312 2.15386
N 0.16069 -1.27597 -0.55541
N -0.17004 0.60819 1.15089
C -0.12670 0.67844 -0.21261
H -0.60513 1.33621 -0.92611
H -0.60716 -1.47807 -1.19437
H 1.03348 -1.26333 -1.08292

Model b:
Computed, not measured: the ion CH3N2O2 with charge +1, with wB97M-V/def2-TZVPD.

As for the total charge: +1. The HOMO energy (spin up / spin down) comes out at -16.73 / -16.70 eV. The LUMO energy (spin up / spin down) comes out at -7.9 / -8.0 eV. Its SMILES is O=[NH+]/C=[NH+]\[O-]. The HOMO-LUMO gap (spin up / spin down) comes out at 0.3252 / 0.3199 Ha.

Geometry (Å):
O 1.31404 1.34175 -0.02292
O 1.36454 -1.39834 -0.04172
N 0.18257 -1.11936 0.01236
N 0.10767 1.25961 -0.03113
C -0.51396 0.04151 -0.05412
H -1.52808 -0.16992 0.07535
H -0.37442 -1.92425 -0.10577
H -0.55235 1.96899 0.16795

Stability check: which of them is least stable? model a.

Model a:
Computed, not measured: a cluster of 2 separate species, C2H7NO in total, with wB97M-V/def2-TZVPD.

As for the total charge: 0. The HOMO energy comes out at -9.83 eV. The LUMO energy comes out at 0.7 eV. Its SMILES is C=NC.O. The HOMO-LUMO gap comes out at 0.3865 Ha.

Geometry (Å):
O -2.43368 -4.27529 -1.83728
N 0.82241 1.75236 1.55282
C 0.99219 0.48853 1.49230
C 0.99012 2.30305 0.17550
H -2.57169 -3.54582 -1.23061
H -2.87667 -3.99102 -2.64288
H 1.11380 3.37521 0.34501
H 0.46478 -0.17104 2.21001
H 1.86242 1.96473 -0.39783
H 1.55348 -0.11360 0.77824
H 0.08284 2.21290 -0.44529

Model b:
Computed, not measured: a cluster of 2 separate species, C2H7NO in total, with wB97M-V/def2-TZVPD.

As for the total charge: 0. The HOMO energy comes out at -9.90 eV. The LUMO energy comes out at 1.1 eV. Its SMILES is CC=O.N. The HOMO-LUMO gap comes out at 0.4038 Ha.

Geometry (Å):
O -0.75253 -0.93359 0.84674
N 0.35415 -0.31740 -2.05519
C 0.77012 0.93685 1.05049
C -0.61712 0.29277 0.70715
H 0.26282 -1.17536 -1.58878
H 1.10047 1.76938 0.33588
H -0.61270 -0.02972 -2.37001
H 0.88729 -0.57855 -2.87541
H 1.49333 0.07011 0.98694
H -1.45741 1.04861 0.39264
H 0.94941 1.20841 2.18534

Stability check: which of them is least stable? model a.

Model a:
Computed, not measured: an isolated molecule of C3H8NO2P, with wB97M-V/def2-TZVPD.

As for the total charge: 0. The HOMO energy comes out at -7.96 eV. The LUMO energy comes out at 0.9 eV. Its SMILES is N[C@H]1CCP(O)O1. The HOMO-LUMO gap comes out at 0.3257 Ha.

Geometry (Å):
P -1.48813 -1.25834 -0.28871
O 0.18416 -1.61609 0.17125
O -2.17206 -1.57120 1.10402
N 1.74597 -0.52247 -1.15611
C -1.28433 0.63139 -0.12638
C 0.16073 1.02107 0.19287
C 1.07710 -0.59362 0.03700
H 2.37070 0.21883 -1.32014
H -1.83905 -2.30236 1.65597
H -1.94626 0.90105 0.65557
H 1.87801 -0.58256 0.88627
H -1.77440 1.04032 -1.05107
H 0.74794 1.73734 -0.50198
H 0.19950 1.35697 1.23478
H 1.23725 -0.91397 -2.03396

Model b:
Computed, not measured: a cluster of 2 separate species, C3H8NO2P in total, with wB97M-V/def2-TZVPD.

As for the total charge: 0. The HOMO energy comes out at -7.98 eV. The LUMO energy comes out at 0.1 eV. The HOMO-LUMO gap comes out at 0.2952 Ha.

Geometry (Å):
P 1.21125 0.54227 0.36760
O 2.42930 0.87030 1.11529
O 1.42027 0.20450 -1.21406
N 1.67572 -2.16905 0.21650
C -1.59515 0.67523 -0.14935
C -0.40491 1.08272 0.62321
C -2.79888 1.19826 -0.08556
H 1.94978 -2.90399 0.95538
H -1.56011 0.00748 -0.99118
H -0.53051 1.70916 1.52864
H -3.62938 0.98235 -0.77799
H -3.09986 1.95489 0.61780
H 1.76440 -2.83610 -0.60556
H 0.58541 0.26696 -1.75046
H 2.58267 -1.58496 0.14971

Model c:
Computed, not measured: a structure of composition C3H8NO2P, with wB97M-V/def2-TZVPD.

As for the total charge: 0. The HOMO energy comes out at -7.53 eV. The LUMO energy comes out at 0.4 eV. The HOMO-LUMO gap comes out at 0.2903 Ha.

Geometry (Å):
P -1.11738 0.06701 0.07121
O 0.29749 1.89915 -0.02149
O 3.05048 -0.17048 -0.50804
N 1.78139 0.24221 -0.08706
C -2.43239 0.82335 -0.75332
C 0.77050 -0.73760 0.09770
C 1.44256 1.51476 -0.20100
H 3.33996 -0.87953 0.08673
H -2.78224 0.22496 -1.58994
H 0.84670 -1.22415 1.07519
H 0.82268 -1.49129 -0.69415
H -1.07273 0.50023 1.38020
H 2.28098 2.17978 -0.44478
H -1.63586 -1.21174 0.28341
H -2.23561 1.85617 -1.03430

Model d:
Computed, not measured: an isolated molecule of C3H8NO2P, with wB97M-V/def2-TZVPD.

As for the total charge: 0. The HOMO energy comes out at -9.94 eV. The LUMO energy comes out at 0.7 eV. Its SMILES is NC/C=C/[P@@H](=O)O. The HOMO-LUMO gap comes out at 0.3901 Ha.

Geometry (Å):
P -0.85992 -1.89599 0.92745
O -0.75177 -1.93245 2.52754
O -0.08944 -2.98385 0.29637
N 0.17882 2.09237 -1.65544
C 1.12160 1.40132 -0.76745
C -0.35733 -0.07957 0.58274
C 0.54359 0.06255 -0.36886
H 1.26291 2.00944 0.09795
H -0.59118 0.70316 1.33976
H -2.25275 -1.99719 0.84621
H -0.32322 1.16949 -1.98963
H 0.85631 -0.77196 -1.05690
H 2.07013 1.20283 -1.25048
H 0.50900 2.46023 -2.53670
H -1.31676 -1.44039 3.00744

Stability check: which of them is least stable? model c.